ORCA calculation (ωB97M-V with the def2-TZVPD basis set) on C6H6OS as an isolated structure at a distorted geometry.

XYZ file:
```
14
C6H6OS ωB97M-V with the def2-TZVPD basis set
S 1.49 -1.26 -0.87
O -2.88 -1.04 -0.07
C 1.43 0.51 -0.29
C 1.08 -0.02 1.13
C 0.06 0.96 -0.76
C -2.22 -0.12 -0.50
C -0.78 -0.01 -0.33
C 0.13 -1.02 0.38
H -0.28 -1.87 0.83
H 0.58 0.68 1.79
H -0.14 1.86 -1.34
H -2.70 0.72 -1.10
H 1.92 -0.50 1.60
H 2.30 1.13 -0.48
```

Summary:
* 2S+1: 1
* orbital gap: 8.529 eV
* largest force on an atom: 1.46 eV Å⁻¹
* lowest unoccupied orbital energy: -0.216 eV
* energy relative to the best compared isomer or geometry (same formula, charge and spin): 1.400 eV
* E_HOMO: -8.74 eV

ORCA calculation (ωB97M-V with the def2-TZVPD basis set) on one molecule with the formula C6H6S at a distorted geometry.

XYZ file:
```
13
C6H6S ωB97M-V with the def2-TZVPD basis set
S -4.03 0.70 -0.16
C -0.31 -0.57 -0.09
C 3.58 0.57 -0.10
C -1.56 -0.53 -0.21
C 2.14 0.19 -0.09
C 1.02 -0.23 -0.02
C -2.96 -0.69 0.01
H -3.11 -1.24 0.87
H -3.18 -1.44 -0.78
H -3.51 1.53 0.86
H 4.11 -0.26 -0.67
H 3.94 0.35 0.96
H 3.88 1.63 -0.56
```

Summary:
* 2S+1: 1
* SMILES: CC#CC#CCS
* orbital gap: 9.424 eV
* largest force on an atom: 6.09 eV Å⁻¹
* lowest unoccupied orbital energy: 0.675 eV
* energy relative to the best compared isomer or geometry (same formula, charge and spin): 4.335 eV
* E_HOMO: -8.75 eV

ORCA calculation (ωB97M-V with the def2-TZVPD basis set) on one molecule with the formula C6H6S2 at a distorted geometry.

XYZ file:
```
14
C6H6S2 ωB97M-V with the def2-TZVPD basis set
S -1.58 -1.40 0.53
S 1.54 1.90 -1.13
C 1.02 -0.86 1.54
C -1.84 0.16 -0.07
C 0.50 0.78 -0.52
C -0.94 1.07 -0.51
C 0.19 -1.60 0.55
C 1.07 -0.45 0.10
H -1.16 2.03 -0.90
H 0.52 -0.24 2.27
H 0.57 -2.58 0.27
H -2.89 0.43 -0.15
H 1.96 -0.84 -0.41
H 1.81 -1.43 1.97
```

Summary:
* 2S+1: 1
* SMILES: S=C1C=CS[C@@H]2C[C@H]12
* orbital gap: 7.721 eV
* largest force on an atom: 1.90 eV Å⁻¹
* lowest unoccupied orbital energy: -0.583 eV
* energy relative to the best compared isomer or geometry (same formula, charge and spin): 0.386 eV
* E_HOMO: -8.30 eV

ORCA calculation (ωB97M-V with the def2-TZVPD basis set) on C6H78NO33 as an isolated structure at a distorted geometry.

XYZ file:
```
118
C6H78NO33 ωB97M-V with the def2-TZVPD basis set
O -2.46 1.16 -1.71
O 1.52 1.56 -3.44
O 0.46 -2.41 -1.21
O -0.79 2.06 -4.89
O 4.29 -3.03 4.38
O -2.24 3.88 -1.85
O 2.18 -0.32 5.34
O 0.15 3.52 1.86
O 1.67 -3.79 4.01
O -3.73 -1.67 -2.82
O 1.45 2.37 4.87
O -0.69 -3.85 3.47
O -4.85 1.47 -5.57
O -0.56 -0.82 4.67
O 7.03 -1.06 0.87
O 3.46 3.74 3.22
O -6.05 -0.48 -1.40
O 2.56 -0.25 -1.50
O -5.50 3.84 -4.39
O 7.31 0.58 4.07
O 6.47 -3.25 2.71
O -1.82 -2.84 1.16
O -1.59 -1.60 -5.51
O -2.52 0.27 -6.36
O 1.23 -4.29 0.78
O -2.40 4.46 -4.64
O -4.36 -0.91 2.26
O 2.44 2.89 -0.46
O 2.78 -0.68 2.78
O -2.09 0.46 2.87
O -6.72 1.91 -3.00
O 6.19 2.73 2.44
O -1.12 -2.63 -2.86
N -0.16 -0.40 0.71
C -2.04 0.05 -0.86
C 1.70 -1.12 2.05
C 0.97 0.13 1.50
C -3.44 0.81 -2.64
C 3.93 -0.20 2.06
C -0.72 0.57 -0.21
H -2.80 -0.19 -0.04
H -6.60 0.08 -0.93
H 0.66 -4.98 0.42
H -2.56 5.21 -5.37
H -1.57 0.09 3.57
H 7.44 -0.30 4.07
H 6.44 -2.77 1.82
H -0.20 4.26 1.47
H -1.46 -3.49 -2.45
H 4.36 3.32 3.09
H -3.59 -0.60 2.56
H 1.16 -3.44 4.73
H 7.82 -0.47 0.99
H -7.31 2.08 -2.32
H -5.89 3.48 -5.28
H 1.66 3.23 -0.92
H -3.41 0.17 -6.02
H 2.11 -1.77 1.58
H 0.69 1.69 -3.97
H 3.41 -3.13 4.26
H 4.73 -0.14 2.78
H 5.44 -3.36 3.06
H -4.32 -1.37 -2.11
H -3.50 1.69 -3.27
H 0.26 -2.95 -0.45
H 1.79 1.09 -4.06
H 2.82 -0.61 4.67
H 1.20 -1.55 2.56
H -1.32 -3.29 2.05
H 8.24 1.05 3.62
H -1.05 -0.58 1.32
H -1.22 2.84 -4.73
H -1.08 1.51 0.18
H -4.82 -0.07 1.87
H 2.01 -1.01 -1.59
H -0.34 -1.55 5.12
H -1.28 -1.69 -4.68
H -1.84 -0.98 -1.39
H -1.17 1.43 -5.45
H -3.38 4.21 -4.65
H -4.44 0.76 -2.15
H -1.73 -2.50 -5.98
H -2.37 -0.64 -6.06
H 0.67 0.97 2.16
H -5.64 0.82 -5.33
H 1.47 -4.71 4.02
H -0.27 -2.66 -1.88
H -5.63 3.07 -3.90
H 2.30 0.44 -2.20
H 1.95 1.48 4.73
H 3.77 0.95 1.63
H 1.79 -4.69 1.30
H -0.28 -1.27 0.00
H 0.20 -3.89 3.37
H -2.12 1.32 3.30
H -5.28 2.25 -5.93
H -7.05 1.28 -3.57
H 4.48 -0.89 1.18
H 2.91 -0.09 5.90
H 4.51 -3.69 5.03
H 6.90 -1.30 -0.18
H 6.89 3.24 1.98
H -2.15 4.17 -2.76
H 2.65 2.05 -0.94
H 0.28 -0.54 4.75
H 0.03 0.71 -1.04
H 3.77 4.33 3.96
H -1.90 -2.13 -3.02
H 1.94 2.89 4.36
H 1.08 3.59 1.66
H -2.43 -3.52 1.05
H 6.09 1.69 2.32
H -4.37 -1.98 -3.47
H -6.72 -0.60 -2.16
H -2.37 2.83 -1.67
H -1.00 -4.68 3.19
H 1.71 0.82 0.93
H -3.11 0.07 -3.46
```

Summary:
* 2S+1: 1
* orbital gap: 8.656 eV
* total charge: +1
* largest force on an atom: 18.92 eV Å⁻¹
* lowest unoccupied orbital energy: -2.890 eV
* energy relative to the best compared isomer or geometry (same formula, charge and spin): 7.709 eV
* E_HOMO: -11.55 eV

ORCA calculation (ωB97M-V with the def2-TZVPD basis set) on one molecule with the formula C6H7B at a distorted geometry.

XYZ file:
```
14
C6H7B ωB97M-V with the def2-TZVPD basis set
C -0.25 -0.10 1.71
C -0.52 -1.42 1.38
C -0.80 -1.71 0.15
C 0.58 0.79 0.53
C 0.25 -0.30 -1.91
C -0.11 0.62 -0.71
B -0.48 -1.48 -1.21
H 1.30 -0.32 -1.95
H 0.19 0.03 2.68
H 0.09 0.15 -2.79
H 0.50 1.77 0.78
H -1.14 0.98 -0.93
H -1.18 0.48 1.71
H 1.57 0.50 0.56
```

Summary:
* 2S+1: 1
* orbital gap (alpha / beta): 7.374 / 7.375 eV
* largest force on an atom: 4.41 eV Å⁻¹
* lowest unoccupied orbital energy (alpha / beta): -0.026 / -0.025 eV
* energy relative to the best compared isomer or geometry (same formula, charge and spin): 3.456 eV
* E_HOMO (alpha / beta): -7.40 / -7.40 eV

ORCA calculation (ωB97M-V with the def2-TZVPD basis set) on C6H7Br2N3O3 as an isolated structure at a distorted geometry.

XYZ file:
```
21
C6H7Br2N3O3 ωB97M-V with the def2-TZVPD basis set
Br -0.37 -1.89 -1.71
Br -0.75 -2.82 1.24
O 5.62 -1.87 0.62
O 1.61 -3.95 0.13
O 1.82 0.50 0.02
N 3.73 -0.73 0.31
N 1.64 -1.71 0.19
N 3.58 -2.85 0.23
C 2.19 -2.92 0.21
C -2.03 1.42 1.02
C -2.17 0.83 -0.19
C 2.29 -0.56 0.13
C 4.47 -1.87 0.38
C 0.18 -1.57 0.07
H -2.43 -0.22 -0.07
H 4.16 0.17 0.15
H -2.38 1.28 -1.12
H -2.12 1.03 2.04
H -0.11 -0.59 0.25
H -1.90 2.49 1.03
H 3.94 -3.87 0.33
```

Summary:
* 2S+1: 3
* orbital gap (alpha / beta): 6.384 / 8.081 eV
* largest force on an atom: 8.76 eV Å⁻¹
* lowest unoccupied orbital energy (alpha / beta): 0.383 / -2.396 eV
* E_HOMO (alpha / beta): -6.00 / -10.48 eV

ORCA calculation (ωB97M-V with the def2-TZVPD basis set) on C6H7Br9O3 as an isolated structure.

XYZ file:
```
25
C6H7Br9O3 ωB97M-V with the def2-TZVPD basis set
Br 0.70 -3.09 -2.21
Br -0.92 -0.63 -1.06
Br -2.86 -1.72 3.93
Br 1.95 -1.29 0.10
Br 1.07 -0.08 3.53
Br -3.67 -4.78 3.85
Br -0.94 -3.84 2.56
Br 4.15 -0.43 2.86
Br 2.89 -2.09 5.23
O -1.14 2.65 -4.17
O 0.49 4.15 -3.91
O -0.24 3.64 -5.99
C -0.28 3.49 -4.82
C -2.23 -3.54 3.96
C -0.69 2.56 -2.81
C 2.56 -1.29 3.53
C -0.08 3.93 -2.61
C 0.34 -2.03 -0.66
H -0.09 -2.65 0.11
H 0.68 3.96 -1.84
H -0.82 4.71 -2.44
H -1.70 -3.66 4.89
H -1.53 2.35 -2.15
H 0.06 1.78 -2.75
H 2.30 -2.09 2.85
```

Summary:
* 2S+1: 1
* orbital gap: 10.090 eV
* largest force on an atom: 0.47 eV Å⁻¹
* lowest unoccupied orbital energy: -0.368 eV
* energy relative to the best compared isomer or geometry (same formula, charge and spin): 0.000 eV
* E_HOMO: -10.46 eV

ORCA calculation (ωB97M-V with the def2-TZVPD basis set) on C6H7BrN4 as an isolated structure at a distorted geometry.

XYZ file:
```
18
C6H7BrN4 ωB97M-V with the def2-TZVPD basis set
Br -2.42 -4.24 -0.08
N -2.41 -1.07 -2.16
N -0.47 0.04 -2.11
N -3.74 -1.94 1.02
N 0.31 -0.47 0.03
C -1.74 -1.32 -0.94
C -1.58 -0.15 -2.73
C 1.32 0.30 0.00
C 2.28 0.59 1.19
C -0.63 -0.57 -0.90
C -2.87 -2.42 0.35
H 2.80 -0.37 1.28
H 2.87 1.51 0.91
H -4.38 -2.33 1.74
H -1.87 0.35 -3.68
H 1.65 0.79 2.14
H -3.35 -1.23 -2.28
H 1.50 1.02 -0.88
```

Summary:
* 2S+1: 1
* orbital gap: 8.939 eV
* largest force on an atom: 5.89 eV Å⁻¹
* lowest unoccupied orbital energy: 0.516 eV
* energy relative to the best compared isomer or geometry (same formula, charge and spin): 3.097 eV
* E_HOMO: -8.42 eV